Molecular formula: C4H12NO
Method: DFT, ωB97M-V/def2-TZVPD

```
18
Properties=species:S:1:pos:R:3:lowdin_charge:R:1
C 2.282 0.066 -0.681 -0.021
C 1.178 -0.688 -0.086 0.004
C -0.046 -0.894 -0.720 -0.128
C -0.949 -1.747 -0.197 0.173
N -0.138 2.152 0.181 0.057
H 2.912 0.499 0.105 0.123
H 2.911 -0.727 -1.124 0.143
H 1.380 -1.390 0.721 0.148
H 1.875 0.746 -1.423 0.103
H -0.277 -0.475 -1.691 0.143
H -1.826 -2.042 -0.757 0.114
H -0.732 -2.285 0.721 0.114
H 0.349 1.346 0.540 -0.033
H -1.109 2.100 0.459 0.002
H 0.295 3.001 0.519 0.033
H -2.389 -0.253 0.507 -0.006
H -3.192 0.142 1.773 0.064
O -2.522 0.450 1.153 -0.034
```

Its total charge is +1. The HOMO-LUMO gap is 6.1 eV.